P | {
  "formula": "C22H25N3O4",
  "method": "ωB97M-V with the def2-TZVPD basis set",
  "gap_ev": 7.69,
  "lumo_ev": 0.190,
  "smiles": "COc1ccc(NC(=O)N(CCO)Cc2cc3c(C)cc(C)cc3[nH]c2=O)cc1",
  "species": ["C", "O", "C", "C", "C", "C", "N", "C", "O", "N", "C", "C", "O", "C", "C", "C", "C", "C", "C", "C", "C", "C", "C", "C", "N", "C", "O", "C", "C", "H", "H", "H", "H", "H", "H", "H", "H", "H", "H", "H", "H", "H", "H", "H", "H", "H", "H", "H", "H", "H", "H", "H", "H", "H"],
  "positions_angstrom": [[-7.86, -1.73, 1.05], [-7.09, -1.64, -0.13], [-5.91, -0.95, -0.08], [-5.19, -0.89, -1.27], [-3.99, -0.22, -1.35], [-3.47, 0.41, -0.21], [-2.28, 1.14, -0.22], [-1.31, 1.13, -1.18], [-1.30, 0.39, -2.15], [-0.31, 2.06, -0.99], [-0.28, 3.04, 0.06], [0.03, 2.47, 1.46], [-1.14, 2.27, 2.24], [0.84, 2.00, -1.87], [2.00, 1.32, -1.20], [2.16, -0.02, -1.24], [3.24, -0.68, -0.59], [3.44, -2.08, -0.62], [2.47, -2.97, -1.34], [4.53, -2.61, 0.03], [5.45, -1.82, 0.72], [6.62, -2.45, 1.40], [5.26, -0.45, 0.75], [4.17, 0.12, 0.10], [3.97, 1.48, 0.13], [2.93, 2.16, -0.46], [2.85, 3.37, -0.33], [-4.18, 0.34, 0.98], [-5.39, -0.33, 1.05], [-8.17, -0.75, 1.41], [-8.74, -2.31, 0.78], [-7.31, -2.26, 1.84], [-5.61, -1.37, -2.15], [-3.45, -0.18, -2.27], [-2.06, 1.55, 0.68], [0.51, 3.75, -0.19], [-1.23, 3.58, 0.10], [0.72, 3.13, 2.00], [0.49, 1.49, 1.37], [-1.50, 3.13, 2.50], [0.53, 1.44, -2.76], [1.12, 3.02, -2.16], [1.44, -0.61, -1.79], [1.47, -2.85, -0.95], [2.45, -2.73, -2.40], [2.76, -4.01, -1.23], [4.68, -3.68, 0.02], [7.23, -1.71, 1.91], [6.28, -3.19, 2.13], [7.24, -2.98, 0.67], [5.96, 0.19, 1.27], [4.64, 2.04, 0.64], [-3.79, 0.81, 1.86], [-5.91, -0.36, 1.99]],
  "lowdin_charge": [-0.10, -0.09, -0.28, 0.00, -0.01, -0.22, 0.15, -0.49, 0.05, -0.04, -0.13, -0.21, -0.09, -0.09, -0.10, 0.07, -0.11, -0.21, -0.04, -0.01, -0.27, -0.05, 0.02, -0.17, 0.18, -0.43, 0.04, -0.02, -0.03, 0.09, 0.09, 0.09, 0.12, 0.10, 0.09, 0.11, 0.13, 0.12, 0.13, 0.10, 0.13, 0.13, 0.12, 0.09, 0.09, 0.08, 0.12, 0.07, 0.08, 0.09, 0.12, 0.16, 0.11, 0.10]
}

=====

Q | {
  "formula": "C22H25N3O4",
  "method": "ωB97M-V with the def2-TZVPD basis set",
  "gap_ev": 8.57,
  "lumo_ev": 0.162,
  "species": ["C", "C", "C", "H", "H", "C", "N", "C", "O", "N", "C", "O", "C", "H", "H", "C", "O", "N", "H", "C", "C", "C", "C", "C", "C", "C", "H", "H", "O", "C", "H", "H", "H", "H", "H", "H", "H", "H", "C", "C", "C", "C", "C", "C", "H", "H", "H", "H", "H", "H", "H", "H", "H", "H"],
  "positions_angstrom": [[-1.38, 5.88, -1.02], [-1.28, 4.24, -0.95], [0.00, 3.77, -0.08], [0.87, 4.23, -0.68], [-0.02, 4.28, 0.62], [-0.02, 2.45, -0.13], [-1.13, 1.95, 0.76], [-0.30, 1.19, 1.84], [-0.91, 0.66, 2.74], [0.96, 1.24, 1.73], [1.42, 2.09, 0.86], [2.62, 2.42, 0.41], [1.92, 0.69, 2.53], [1.53, 0.95, 3.84], [2.97, 1.21, 2.50], [1.95, -0.69, 2.58], [3.00, -1.32, 2.11], [0.86, -1.42, 2.82], [0.19, -1.07, 3.14], [0.75, -2.83, 2.66], [0.08, -3.12, 1.31], [0.18, -2.36, 0.29], [-0.47, -2.74, -0.86], [-1.63, -3.60, -0.84], [-1.50, -4.36, 0.31], [-1.05, -4.15, 1.42], [-1.36, -4.60, 2.14], [-2.51, -5.08, 0.41], [-2.38, -3.96, -2.01], [-2.05, -3.55, -3.28], [-2.01, -2.45, -3.23], [-2.55, -3.99, -4.05], [-0.94, -3.79, -3.52], [-0.25, -2.22, -2.02], [1.05, -1.76, 0.05], [1.90, -3.28, 2.63], [0.56, -3.43, 3.39], [-2.16, 2.00, 0.82], [0.06, 1.77, -1.39], [-1.01, 1.08, -1.72], [-1.17, 0.35, -3.13], [-0.10, 0.83, -3.85], [1.09, 1.53, -3.61], [1.04, 2.03, -2.43], [2.05, 2.68, -1.96], [1.93, 1.46, -4.27], [-0.03, 0.15, -5.06], [-1.93, -0.33, -3.57], [-1.69, 0.68, -1.16], [-1.24, 4.10, -1.90], [-2.12, 4.02, -0.44], [-2.11, 6.21, -1.60], [-0.31, 6.08, -1.52], [-1.47, 6.31, -0.10]],
  "lowdin_charge": [-0.04, -0.10, -0.14, 0.17, 0.01, -0.37, 0.18, -0.42, 0.10, 0.03, -0.16, 0.04, -0.07, 0.25, 0.19, -0.44, -0.01, 0.13, -0.02, -0.07, -0.13, -0.10, 0.00, -0.17, -0.12, -0.02, 0.04, 0.19, -0.10, -0.12, 0.06, 0.06, 0.12, 0.17, 0.14, 0.19, 0.05, 0.16, -0.19, 0.02, -0.01, -0.15, -0.12, -0.05, 0.19, 0.11, 0.17, 0.09, 0.04, 0.04, 0.06, 0.00, 0.13, 0.03]
}

=====

Most stable: P. Least stable: Q.

=====

P | {
  "formula": "C3H10NO2",
  "method": "ωB97M-V with the def2-TZVPD basis set",
  "charge": 2,
  "spin_multiplicity": 2,
  "s2": 0.758,
  "gap_ev": [11.09, 7.04],
  "lumo_ev": [-10.178, -14.190],
  "species": ["O", "C", "C", "N", "C", "H", "H", "H", "H", "H", "H", "H", "H", "H", "H", "O"],
  "positions_angstrom": [[-0.20, 2.66, 1.37], [-0.54, 1.70, 0.91], [0.56, 0.48, 0.79], [0.48, -0.31, -0.58], [1.59, -1.35, -0.34], [-1.51, 1.54, 0.52], [1.52, 1.00, 0.83], [0.48, -0.31, 1.59], [-0.52, -0.55, -0.80], [0.85, 0.29, -1.34], [1.20, -2.33, -0.71], [1.99, -1.48, 0.72], [2.58, -1.20, -0.85], [-3.01, -0.54, -0.24], [-3.04, 0.43, -1.20], [-2.41, -0.01, -0.67]],
  "lowdin_charge": [0.46, 0.00, 0.07, 0.06, 0.01, 0.16, 0.15, 0.18, 0.15, 0.20, 0.13, 0.14, 0.14, 0.05, 0.08, 0.04]
}

=====

Q | {
  "formula": "C3H10NO2",
  "method": "ωB97M-V with the def2-TZVPD basis set",
  "charge": 2,
  "spin_multiplicity": 2,
  "s2": 0.758,
  "gap_ev": [9.59, 5.78],
  "lumo_ev": [-11.043, -14.805],
  "species": ["O", "C", "C", "N", "C", "H", "H", "H", "H", "H", "H", "H", "H", "H", "H", "O"],
  "positions_angstrom": [[0.57, -0.48, -2.25], [1.47, -0.40, -1.45], [1.28, -0.06, 0.01], [-0.23, -0.12, 0.39], [-0.19, -0.12, 1.90], [2.58, -0.54, -1.55], [2.03, -0.74, 0.47], [1.66, 0.99, 0.32], [-0.76, 0.46, -0.35], [-0.63, -1.06, 0.12], [-1.28, -0.14, 2.33], [0.32, 0.73, 2.21], [0.34, -1.16, 2.16], [-3.01, 0.74, -0.97], [-2.03, 0.99, -2.14], [-2.12, 0.89, -1.20]],
  "lowdin_charge": [0.41, 0.02, -0.02, -0.01, 0.02, 0.24, 0.18, 0.22, 0.13, 0.20, 0.17, 0.07, 0.17, 0.08, 0.08, 0.03]
}

=====

Most stable: P. Least stable: Q.